DFT (the ωB97M-V functional and the def2-TZVPD basis) results for a molecular structure, C21H55CrO19S6 at a distorted geometry.

Geometry as XYZ:
```
102
Properties=species:S:1:pos:R:3:lowdin_spin:R:1
Cr -1.54780 -0.49571 -2.82063 4.604
C -1.05956 1.77559 1.03143 0.002
C -0.09376 1.17883 -0.12689 0.009
C 1.21137 0.65051 0.53475 0.002
O -0.62577 0.26844 -1.03679 0.066
H -0.55828 2.56763 1.58775 0.000
H -1.32037 1.00235 1.75406 0.000
H -1.86389 2.38621 0.62118 0.000
H 0.13156 2.09473 -0.67320 0.001
H 1.05069 -0.22485 1.16406 0.000
H 1.74939 1.45796 1.03141 0.000
H 1.83788 0.29616 -0.28379 0.000
O -3.63319 0.16000 -2.41568 0.069
S -4.75314 0.41236 -1.52512 0.016
O -5.52752 1.67111 -1.62995 0.002
O -5.76778 -0.89722 -1.48432 0.003
C -5.42830 -2.07680 -2.26419 0.002
C -6.36393 -3.18900 -1.62985 0.000
C -4.18539 0.11041 0.22122 0.002
H -4.41984 -2.48945 -2.23578 0.002
H -5.59043 -1.90443 -3.32819 0.001
H -7.34086 -2.72309 -1.75893 0.000
H -6.12193 -3.40682 -0.58962 0.000
H -6.43585 -4.03545 -2.31282 0.000
H -3.74410 1.05955 0.52534 0.000
H -3.56855 -0.78806 0.20163 0.000
H -5.04316 -0.01872 0.88125 0.000
O 6.63927 -1.02869 1.63268 0.000
S 6.47935 -1.82461 0.40748 0.000
O 7.00031 -1.33381 -0.91275 0.000
O 7.07495 -3.26231 0.73287 0.000
C 7.95962 -3.38081 1.79254 0.000
C 8.67816 -4.68135 1.56824 0.000
C 4.68671 -2.27949 0.25892 0.000
H 7.31247 -3.44098 2.66758 0.000
H 8.62167 -2.51632 1.74312 0.000
H 8.07508 -5.57625 1.41477 0.000
H 9.16235 -4.82736 2.53382 0.000
H 9.37398 -4.68770 0.72925 0.000
H 4.09411 -1.38465 0.44915 0.000
H 4.52198 -3.16513 0.87259 0.000
H 4.52664 -2.58482 -0.77512 0.000
O 0.66916 4.24545 5.77889 0.000
S 0.84320 2.86585 5.44018 0.000
O 1.13144 1.86548 6.45128 0.000
O -0.50571 2.40893 4.65121 0.000
C -1.73054 2.26488 5.47585 0.000
C -2.87109 2.08335 4.51385 0.000
C 2.02961 2.68263 4.12959 0.000
H -1.96990 3.16426 6.04325 0.000
H -1.65639 1.41338 6.15228 0.000
H -2.88564 2.81024 3.70175 0.000
H -3.85078 2.18086 4.98160 0.000
H -2.84390 1.06171 4.13490 0.000
H 1.82156 3.40310 3.33855 0.000
H 2.04040 1.62482 3.86688 0.000
H 3.00816 3.04540 4.44416 0.000
O -2.04642 5.15287 -0.24895 0.000
S -3.17806 5.23598 0.61492 0.000
O -3.11998 4.83048 2.04302 0.000
O -3.68997 6.82795 0.63413 0.000
C -2.78701 7.81918 0.20601 0.000
C -3.09027 8.11828 -1.25741 0.000
C -4.62081 4.63866 -0.20773 0.000
H -1.73231 7.54776 0.25125 0.000
H -2.70427 8.68288 0.86576 0.000
H -4.14639 8.33289 -1.42070 0.000
H -2.74202 7.25663 -1.82697 0.000
H -2.55674 9.02192 -1.55221 0.000
H -4.93018 5.36188 -0.96227 0.000
H -5.34367 4.55907 0.60421 0.000
H -4.32909 3.68834 -0.65480 0.000
O -1.88823 -2.24966 -1.55925 0.062
S -1.95207 -3.31735 -0.48358 0.023
O -3.20831 -3.63480 0.25294 0.009
O -1.35849 -4.71083 -1.18226 0.005
C -1.45110 -5.98572 -0.55489 0.001
C -0.86562 -7.14383 -1.31319 0.000
C -0.55183 -2.98271 0.67576 0.005
H -2.52084 -6.13773 -0.41118 0.000
H -1.01534 -5.95484 0.44374 0.000
H -1.26777 -7.17360 -2.32586 0.000
H -0.89697 -8.11431 -0.81792 0.000
H 0.19596 -7.02835 -1.53184 0.000
H 0.32454 -2.62602 0.13461 0.000
H -0.44082 -3.88665 1.27464 0.001
H -0.88140 -2.20592 1.36574 0.000
O 1.66329 -0.18999 -5.76691 0.006
S 1.67397 -0.33384 -4.29202 0.026
O 0.49406 -0.79219 -3.48861 0.068
O 2.95046 -1.33886 -3.86057 0.002
C 4.00553 -1.48362 -4.81058 0.000
C 5.28247 -1.96368 -4.23217 0.000
C 2.36789 1.14941 -3.44065 0.003
H 4.19685 -0.51733 -5.27724 0.000
H 3.68298 -2.24710 -5.51850 0.000
H 5.99697 -2.16115 -5.03129 0.000
H 5.03978 -2.93994 -3.81252 0.000
H 5.64257 -1.31043 -3.43736 0.000
H 3.15667 1.63795 -4.01270 0.000
H 2.66949 0.73611 -2.47819 0.000
H 1.54878 1.84393 -3.25410 0.001
```

Its HOMO-LUMO gap (alpha / beta) is 5.4 / 7.3 eV. The calculation puts the calculated total energy at -154996.206 eV. The multiplicity is 6. The charge is 0.

=====

DFT (the ωB97M-V functional and the def2-TZVPD basis) results for 3 unconnected molecules or ions with the total composition C21H56Cl2N7O2P2 at a distorted geometry.

Geometry as XYZ:
```
90
Properties=species:S:1:pos:R:3:lowdin_charge:R:1
C -0.30676 -5.59211 0.83567 -0.097
C 0.81432 -5.04112 -0.07141 -0.264
C 1.86960 -6.12290 -0.40916 -0.201
C 3.01965 -5.99897 0.60259 -0.211
C 3.95511 -7.26211 0.63910 -0.177
C 3.65388 -8.12397 1.86399 -0.110
N 4.44136 -7.79966 3.12526 0.053
C 5.22940 -6.53491 3.14364 -0.651
Cl 6.84486 -6.79446 2.44948 0.731
C 5.43819 -6.14902 4.66151 -0.753
C 5.74907 -4.64642 4.71514 -0.112
Cl 6.72525 -7.10260 5.43934 0.647
H 0.10455 -5.74124 1.84146 0.064
H -0.63922 -6.55432 0.43966 0.072
H -1.13091 -4.88550 0.93698 0.071
H 0.42283 -4.57474 -0.97730 0.092
H 1.28774 -4.23371 0.50089 0.101
H 1.42993 -7.12211 -0.44544 0.113
H 2.28645 -5.84504 -1.38282 0.117
H 2.55397 -5.94686 1.59846 0.096
H 3.63582 -5.11576 0.42470 0.119
H 5.00729 -7.01845 0.49693 0.083
H 3.66361 -7.86490 -0.22662 0.121
H 2.58953 -8.12781 2.10264 0.137
H 3.88330 -9.16190 1.60688 0.134
H 5.08090 -8.57631 3.31977 0.165
H 3.77891 -7.78718 3.90429 0.175
H 4.72553 -5.68019 2.70411 0.108
H 4.51435 -6.32024 5.22281 0.103
H 5.53041 -4.26941 5.71418 0.092
H 6.78157 -4.44282 4.42978 0.083
H 5.11291 -4.07915 4.02677 0.088
O -2.01533 1.04481 -0.94107 -0.305
P -2.12430 0.22572 -2.20845 0.700
N -0.72556 -0.74634 -2.00975 -0.329
C 0.37704 -0.91741 -2.93068 -0.126
C -0.61025 -1.52543 -0.79133 -0.146
N -1.88626 1.50095 -3.32899 -0.328
C -0.91020 1.51526 -4.39907 -0.135
C -2.13177 2.85609 -2.85015 -0.135
N -2.73925 -0.76832 -3.51580 -0.272
C -4.04383 -0.28204 -4.03596 -0.123
C -2.93961 -2.19417 -3.18043 -0.129
H 0.04268 -1.15767 -3.94457 0.071
H 1.01626 -1.75003 -2.63013 0.072
H 1.01386 -0.02796 -2.96536 0.076
H -1.01506 -2.54094 -0.92901 0.056
H -1.16006 -1.06343 0.03027 0.071
H 0.42719 -1.61469 -0.45963 0.075
H 0.09297 1.77080 -4.03548 0.078
H -1.18474 2.26063 -5.15075 0.081
H -0.87206 0.56715 -4.93371 0.066
H -1.27750 3.24793 -2.28373 0.075
H -3.01482 2.89109 -2.21813 0.058
H -2.32574 3.52922 -3.68902 0.086
H -4.82342 -0.31683 -3.26938 0.085
H -4.36085 -0.89215 -4.88218 0.081
H -3.97091 0.73973 -4.39815 0.074
H -3.53375 -2.32565 -2.27201 0.087
H -1.98659 -2.70668 -3.05258 0.065
H -3.44622 -2.70679 -3.99779 0.081
O -3.30828 7.33668 -1.08847 -0.302
P -2.22268 7.02228 -0.08341 0.694
N -3.04679 5.84636 0.84411 -0.330
C -3.27279 5.83701 2.27253 -0.128
C -3.57839 4.68447 0.14760 -0.135
N -2.17481 8.55620 0.68652 -0.333
C -2.28309 8.78854 2.11156 -0.140
C -2.72405 9.68866 -0.05144 -0.140
N -0.67166 6.64231 0.64511 -0.272
C 0.43384 7.46640 0.09426 -0.130
C -0.24250 5.23410 0.50404 -0.125
H -2.35523 6.01284 2.84340 0.068
H -3.64125 4.86582 2.60594 0.079
H -4.02421 6.57702 2.56593 0.075
H -2.85654 3.85553 0.15558 0.063
H -3.80381 4.91086 -0.89591 0.064
H -4.50914 4.33315 0.59709 0.082
H -3.32400 8.75056 2.45550 0.078
H -1.89154 9.77869 2.36398 0.078
H -1.68436 8.08558 2.68903 0.064
H -3.81654 9.73568 0.02211 0.084
H -2.44846 9.63942 -1.10178 0.069
H -2.31197 10.62455 0.33591 0.077
H 0.57741 7.28829 -0.97605 0.082
H 1.36623 7.23857 0.61249 0.078
H 0.24798 8.52748 0.23857 0.072
H -0.28799 4.88961 -0.53272 0.075
H -0.85164 4.57234 1.11776 0.072
H 0.78089 5.11403 0.86050 0.079
```

Its HOMO-LUMO gap is 5.7 eV. The calculation puts the calculated total energy at -80824.761 eV. The multiplicity is 1. The charge is +1.

=====

DFT (the ωB97M-V functional and the def2-TZVPD basis) results for a molecular structure, C21H56CrN5O11Sr at a distorted geometry.

Geometry as XYZ:
```
95
Properties=species:S:1:pos:R:3:lowdin_spin:R:1
Cr -30.29143 -13.47197 -4.33219 4.812
Sr -29.30413 -14.20982 0.65141 0.019
C -33.30444 -12.58982 -1.53182 0.002
C -31.82928 -12.79767 -1.56964 0.016
O -31.11784 -12.92199 -0.54319 0.011
O -31.27654 -12.60179 -2.66947 0.060
H -33.85105 -13.51945 -1.69023 0.000
H -33.68673 -11.83047 -2.21397 0.000
H -33.58779 -12.28897 -0.52320 0.000
C -29.05554 -9.36232 -1.63502 0.000
O -28.25760 -8.49968 -1.84089 0.000
N -29.26785 -10.35381 -2.46139 0.003
N -29.81014 -9.53663 -0.54933 0.000
H -28.67901 -10.30874 -3.28074 0.001
H -30.08739 -10.93972 -2.38949 0.001
H -30.13609 -8.84088 0.10626 0.000
H -30.33723 -10.39559 -0.61626 0.000
C -35.44977 -12.32561 8.04737 0.000
O -35.46767 -11.01303 7.46830 0.000
C -34.34225 -10.23762 7.82323 0.000
C -34.30581 -8.90595 6.98499 0.000
N -33.73834 -9.16685 5.64766 0.000
C -33.89918 -7.97057 4.86617 0.000
C -33.50599 -8.20237 3.41604 0.000
O -34.40264 -9.24000 2.85536 0.000
C -34.27199 -9.60335 1.55546 0.000
H -34.65310 -12.84929 7.51900 0.000
H -36.32088 -12.97077 7.93320 0.000
H -35.38911 -12.24359 9.13258 0.000
H -33.41579 -10.75301 7.56995 0.000
H -34.29883 -10.13522 8.90754 0.000
H -33.63409 -8.21395 7.49296 0.000
H -35.33418 -8.55285 6.90826 0.000
H -34.41912 -9.75362 5.18686 0.000
H -33.35166 -7.08761 5.19585 0.000
H -34.95108 -7.69578 4.94432 0.000
H -32.44266 -8.44145 3.43237 0.000
H -33.63353 -7.30246 2.81439 0.000
H -34.96815 -10.38336 1.24717 0.000
H -33.29006 -9.99652 1.29217 0.000
H -34.29397 -8.65906 1.01146 0.000
C -35.84617 -14.97876 -0.08515 0.000
O -34.98986 -15.94003 -0.79234 0.000
C -35.41382 -16.44609 -2.06616 0.000
C -34.47634 -17.57428 -2.63206 0.000
N -33.12115 -17.14477 -2.96875 0.002
C -32.23710 -18.23156 -3.34512 0.001
C -32.56064 -18.80258 -4.75849 0.000
O -31.70550 -19.85227 -5.07456 0.000
C -32.09088 -21.10977 -4.48863 0.000
H -36.84264 -15.40619 -0.19668 0.000
H -35.69627 -14.02882 -0.59824 0.000
H -35.57049 -14.89621 0.96617 0.000
H -35.44589 -15.64004 -2.79921 0.000
H -36.35442 -16.98785 -1.96673 0.000
H -34.99493 -17.87930 -3.54097 0.000
H -34.30987 -18.30403 -1.83969 0.000
H -32.58233 -16.83119 -2.17412 0.000
H -32.16931 -19.04984 -2.62824 0.000
H -31.20430 -17.90228 -3.45910 0.001
H -32.65756 -17.95063 -5.43145 0.000
H -33.60580 -19.10259 -4.68282 0.000
H -33.14951 -21.35885 -4.56191 0.000
H -31.71846 -21.26623 -3.47624 0.000
H -31.55291 -21.78236 -5.15669 0.000
C -34.41875 -5.86902 -3.38966 0.000
O -33.80813 -6.90683 -4.17058 0.000
C -32.47809 -7.33023 -3.78330 0.000
C -32.08104 -8.35580 -4.90122 0.000
N -32.64186 -9.70307 -4.79255 0.001
C -33.57188 -9.89282 -5.88314 0.000
C -34.34623 -11.19550 -5.63326 0.001
O -35.39648 -11.05334 -4.66042 0.000
C -35.94828 -12.34767 -4.29262 0.000
H -33.71843 -5.08993 -3.08854 0.000
H -34.69348 -6.45257 -2.51097 0.000
H -35.37970 -5.61904 -3.83931 0.000
H -32.59938 -7.77324 -2.79479 0.000
H -31.88589 -6.41890 -3.70035 0.000
H -31.06314 -8.55701 -4.56731 0.000
H -32.06222 -8.02801 -5.94060 0.000
H -33.19117 -9.72249 -3.94521 0.000
H -33.00957 -9.90726 -6.81679 0.000
H -34.21877 -9.01556 -5.87758 0.000
H -33.59392 -11.90869 -5.29638 0.001
H -34.85551 -11.58515 -6.51468 0.000
H -35.30841 -12.93929 -3.63790 0.000
H -36.29707 -12.95213 -5.12992 0.000
H -36.83639 -11.98332 -3.77629 0.000
O -30.54219 -11.41911 -5.03982 0.058
H -29.84771 -10.88164 -5.42068 0.005
H -31.14995 -10.78804 -4.65433 0.002
O -29.81544 -12.02107 1.80861 0.000
H -29.71880 -11.65888 2.68936 0.000
H -29.95778 -11.25738 1.24937 0.000
```

Its HOMO-LUMO gap (alpha / beta) is 4.5 / 4.4 eV. The calculation puts the calculated total energy at -81895.629 eV. The multiplicity is 6. The charge is +2.

=====

> Which value of calculated total energy does entry 3 give?

-81895.629 eV

=====

> What is the charge in the third record?

+2